1.
Computed, not measured: a gas-phase ion, C7H6ClO4 (charge -1) in a non-equilibrium geometry, with ωB97M-V with the def2-TZVPD basis set.

XYZ file:
```
18
Properties=species:S:1:pos:R:3:forces:R:3
C 1.81228 0.23400 0.07525 -3.70 -1.50 -0.34
C 0.62770 -0.55482 0.09179 3.67 0.66 -1.40
C 1.44500 1.63722 -0.10047 -0.46 -0.03 0.31
C 0.59009 -2.18565 -0.04454 0.01 2.61 0.42
C -0.57347 0.38308 -0.01255 3.74 0.65 1.74
C -1.16430 0.23056 1.43624 1.00 -3.12 -1.89
C -1.28684 0.25973 -1.33732 -4.36 0.29 4.06
O 0.51424 -2.76384 1.01201 -0.23 -1.02 2.06
O 2.15959 2.60256 -0.21809 -0.29 -0.02 -0.04
O 0.65220 -2.55890 -1.19399 -0.02 -0.33 -2.04
O 0.07798 1.72338 -0.10302 -0.08 0.03 0.27
Cl 3.47359 -0.14793 -0.03954 0.01 -0.49 0.21
H -1.95100 0.84524 1.54325 -2.98 2.39 0.47
H -0.44845 0.42803 2.27163 -0.29 -0.56 -1.11
H -1.58918 -0.83756 1.38754 0.85 1.38 0.80
H -0.62014 0.35771 -2.07708 2.50 0.74 -2.72
H -2.09499 1.13676 -1.31793 1.36 -2.26 -0.51
H -1.62431 -0.78956 -1.37318 -0.72 0.57 -0.28
```
Forces are in eV/Å.

Computed properties:
SMILES string: CC1(C)OC(=O)C(Cl)=C1C(=O)[O-]
Total energy: -1031.54395 a.u.
Energy relative to the best compared isomer or geometry (same formula, charge and spin): 0.0 kcal per mole
Net charge: -1

Which charges does Löwdin predict for the atoms? In e, they are:
1 C -0.561
2 C -0.010
3 C -0.545
4 C -0.762
5 C -0.447
6 C 0.016
7 C 0.012
8 O -0.002
9 O 0.060
10 O 0.004
11 O 0.006
12 Cl 0.693
13 H 0.017
14 H 0.115
15 H 0.122
16 H 0.043
17 H 0.139
18 H 0.099


2.
Computed, not measured: a gas-phase ion, C7H6FO3S (charge -1) in a non-equilibrium geometry, with ωB97M-V with the def2-TZVPD basis set.

XYZ file:
```
18
Properties=species:S:1:pos:R:3:forces:R:3
C 2.43329 -0.76874 0.45423 2.39 -0.51 2.16
C 1.88530 0.19321 1.38244 1.04 -3.98 -3.80
C 1.73085 -1.25713 -0.65667 3.13 -0.03 1.00
C 0.65694 0.60752 1.02755 -0.40 2.72 2.24
C 0.55268 -0.69150 -0.97341 -2.00 0.39 -1.29
C 0.05353 0.29226 -0.12919 -2.42 -0.42 -1.49
C -1.22815 1.07533 -0.42725 1.41 -1.10 1.73
O -3.79075 0.96824 0.23641 -0.23 -0.10 0.33
O -2.40971 -1.04964 0.69601 -0.60 0.59 -1.02
O -3.28570 -0.53677 -1.60243 1.54 0.59 1.61
F -0.96844 2.35601 0.22874 -1.88 -1.25 -0.52
S -2.87246 -0.03477 -0.26253 0.39 0.53 0.22
H 3.51987 -1.21801 0.72202 -2.64 0.99 -0.80
H 2.36815 0.31375 2.27901 0.99 0.90 1.93
H 2.29287 -1.95748 -1.27785 -0.61 0.00 -0.02
H 0.18943 1.40561 1.61367 0.04 -0.60 0.02
H 0.02686 -1.00764 -1.89980 0.17 0.41 0.81
H -1.15455 1.30975 -1.41095 -0.33 0.88 -3.14
```
Forces are in eV/Å.

Computed properties:
SMILES string: O=S(=O)([O-])[C@@H](F)c1ccccc1
Total energy: -994.13449 a.u.
Energy relative to the best compared isomer or geometry (same formula, charge and spin): 33.3 kcal per mole
Net charge: -1

Which charges does Löwdin predict for the atoms? In e, they are:
1 C -0.097
2 C -0.069
3 C -0.130
4 C -0.085
5 C -0.050
6 C -0.219
7 C -0.193
8 O -0.383
9 O -0.378
10 O -0.392
11 F -0.099
12 S 0.470
13 H 0.124
14 H 0.065
15 H 0.097
16 H 0.129
17 H 0.136
18 H 0.074


3.
Computed, not measured: C7H6N2O3 in the gas phase in a non-equilibrium geometry, with ωB97M-V with the def2-TZVPD basis set.

XYZ file:
```
18
Properties=species:S:1:pos:R:3:forces:R:3
C -0.38124 1.43619 1.17742 -0.01 0.02 0.06
C 0.42956 0.39780 1.36853 0.76 -1.40 2.46
C -0.55405 1.93644 -0.17860 -1.56 1.71 -1.23
C 1.17442 -0.28181 0.23686 2.50 1.19 0.64
C -0.04682 1.32731 -1.29090 0.82 -0.38 2.74
C 0.87277 0.18950 -1.17333 -0.08 -0.56 0.53
C -0.91490 -1.92516 -0.77742 -0.12 -0.11 2.60
N -1.16693 -1.94941 0.48090 -0.70 1.37 -3.28
N 0.16279 -2.49678 -0.02255 0.80 -1.66 0.55
O -1.82420 -1.47427 1.37355 -0.21 -0.50 1.29
O 1.26718 -1.71451 0.23739 0.89 0.81 0.92
O 1.36678 -0.43055 -2.10178 -0.53 0.77 0.10
H -0.94629 1.90972 2.00070 0.63 -0.26 -0.56
H 0.69635 0.02852 2.46662 -0.79 0.63 -2.58
H -1.21987 2.91506 -0.24766 1.45 -2.24 -0.21
H 2.32862 0.09458 0.45015 -2.59 -1.18 -0.67
H -0.09639 1.56467 -2.28446 -0.87 1.42 -2.25
H -1.14780 -1.52730 -1.71540 -0.41 0.38 -1.10
```
Forces are in eV/Å.

Computed properties:
Total energy: -605.25006 a.u.
Energy relative to the best compared isomer or geometry (same formula, charge and spin): 216.1 kcal per mole

Which charges does Löwdin predict for the atoms? In e, they are:
1 C -0.108
2 C -0.058
3 C -0.040
4 C -0.241
5 C -0.004
6 C -0.401
7 C 0.026
8 N -0.172
9 N 0.083
10 O 0.036
11 O -0.081
12 O 0.088
13 H 0.119
14 H 0.167
15 H 0.150
16 H 0.231
17 H 0.084
18 H 0.120


4.
Computed, not measured: 2 unconnected molecules or ions with the total composition C7H6N2O3 in a non-equilibrium geometry, with ωB97M-V with the def2-TZVPD basis set.

XYZ file:
```
18
Properties=species:S:1:pos:R:3:forces:R:3
C 2.11609 0.53337 0.04732 0.00 0.02 0.02
C 1.95186 -0.82848 0.23942 0.06 -0.06 0.01
C 1.01123 1.34012 -0.18479 0.12 0.03 0.00
C 0.68996 -1.39041 0.20160 -0.16 0.05 -0.02
C -0.25652 0.79527 -0.22366 -0.09 -0.16 0.02
C -0.42403 -0.58103 -0.03074 1.09 0.50 0.10
C -1.71753 -1.13351 -0.05261 -1.73 -0.33 -0.41
N -2.83122 -1.40913 -0.20517 2.08 0.26 0.52
N -5.56273 0.49016 -0.01367 0.13 -1.28 -0.06
O -3.96114 -1.80029 -0.27178 -1.41 -0.45 -0.21
O -6.59225 0.88875 0.46482 -0.34 0.33 0.13
O -4.64102 1.14323 -0.44091 0.21 0.36 -0.07
H 3.10446 0.96820 0.08735 0.04 0.03 -0.02
H 2.80793 -1.46077 0.42396 0.06 -0.02 0.00
H 1.14474 2.40088 -0.33235 -0.03 0.09 -0.01
H 0.55751 -2.45080 0.35449 -0.02 -0.07 0.01
H -1.12196 1.41830 -0.39616 -0.06 0.02 -0.01
H -5.42333 -0.56340 -0.06111 0.06 0.68 0.00
```
Forces are in eV/Å.

Computed properties:
SMILES string: [O-][N+]#Cc1ccccc1.O=[NH+][O-]
Total energy: -605.39120 a.u.
Energy relative to the best compared isomer or geometry (same formula, charge and spin): 127.5 kcal per mole

Which charges does Löwdin predict for the atoms? In e, they are:
1 C -0.075
2 C -0.076
3 C -0.072
4 C -0.029
5 C -0.018
6 C -0.210
7 C 0.078
8 N -0.078
9 N -0.305
10 O -0.014
11 O 0.053
12 O 0.035
13 H 0.106
14 H 0.107
15 H 0.107
16 H 0.117
17 H 0.121
18 H 0.153


5.
Computed, not measured: C7H6N2O5 in the gas phase in a non-equilibrium geometry, with ωB97M-V with the def2-TZVPD basis set.

XYZ file:
```
20
Properties=species:S:1:pos:R:3:forces:R:3
C -1.87404 -0.14127 -0.40650 -0.08 0.13 -2.74
C -1.27183 -0.01342 0.83014 -3.91 -1.08 -1.07
C -1.06267 -0.14231 -1.57156 -0.01 -0.03 0.46
C 0.02402 -0.00743 0.97931 3.52 -0.04 0.21
C 0.32480 -0.03030 -1.38746 0.48 0.54 -0.06
C 0.88366 0.00343 -0.11497 -1.12 0.41 0.25
C 2.33120 0.13216 0.10789 0.15 4.52 2.87
N 2.95508 -1.17311 0.41641 -0.05 2.93 0.08
N 3.04764 0.88637 -0.98007 3.31 -0.81 0.35
O 3.22246 -1.74153 -0.59414 0.59 -2.39 -0.26
O 3.09365 -1.35054 1.59207 0.50 -1.94 -0.03
O 2.52414 1.65954 -1.70089 -1.69 0.87 -0.77
O 4.26638 0.75083 -0.93099 -0.27 -0.32 0.23
O 2.64328 1.13502 1.29603 -3.14 -2.63 -2.24
H -2.96316 -0.21467 -0.57522 0.69 0.02 0.52
H -1.87107 -0.17985 1.67867 -0.79 0.36 1.04
H -1.45754 -0.22818 -2.61343 0.20 0.19 1.21
H 0.34529 -0.04431 1.98070 1.03 0.13 0.93
H 1.04277 0.22783 -2.16348 -0.77 -0.73 -0.45
H 3.52819 1.46155 1.27484 1.36 -0.11 -0.53
```
Forces are in eV/Å.

Computed properties:
SMILES string: O=[N+]([O-])C(O)(c1ccccc1)[N+](=O)[O-]
Total energy: -755.79640 a.u.
Energy relative to the best compared isomer or geometry (same formula, charge and spin): 29.7 kcal per mole

Which charges does Löwdin predict for the atoms? In e, they are:
1 C -0.047
2 C -0.101
3 C -0.038
4 C -0.038
5 C -0.012
6 C -0.141
7 C -0.200
8 N -0.343
9 N -0.329
10 O 0.159
11 O 0.161
12 O 0.145
13 O 0.095
14 O 0.041
15 H 0.115
16 H 0.105
17 H 0.120
18 H 0.121
19 H 0.110
20 H 0.077


6.
Computed, not measured: 2 unconnected molecules or ions with the total composition C7H6N4O2 in a non-equilibrium geometry, with ωB97M-V with the def2-TZVPD basis set.

XYZ file:
```
19
Properties=species:S:1:pos:R:3:forces:R:3
C 2.14817 1.57457 0.54661 1.86 0.55 -0.13
C 2.10969 0.18093 0.24761 -0.32 1.50 1.27
C -1.38340 -1.25306 -0.41227 -1.14 -1.61 -0.16
C -1.86973 -0.38935 -1.30094 0.65 2.17 -0.50
C -1.79437 -0.99127 0.88911 0.33 1.43 3.00
C 2.92187 -0.97943 0.44808 0.35 -2.35 -0.77
C -2.05672 0.92472 -0.83229 -0.23 -1.48 1.59
N 1.03133 2.15076 0.12769 0.21 -0.97 -0.36
N 0.87514 -0.01775 -0.22560 -0.20 -0.19 -1.24
N -2.36515 0.11562 1.33062 1.82 -1.72 0.07
N 0.33544 1.13140 -0.36589 -2.76 0.43 -0.16
O 3.98997 -1.08643 0.99855 0.01 0.43 0.15
O -2.33794 1.13080 0.46062 -1.08 0.55 -1.54
H 2.94312 2.26762 0.86923 -0.31 -0.98 0.11
H -1.21619 -2.29260 -0.65762 0.73 0.14 -0.13
H -1.83833 -0.55971 -2.33175 -0.06 -0.16 -1.39
H -1.51190 -1.66869 1.69067 -0.74 -0.18 -0.06
H 2.47387 -1.94982 -0.06305 0.34 1.52 0.78
H -2.45488 1.71170 -1.41939 0.53 0.93 -0.54
```
Forces are in eV/Å.

Computed properties:
Total energy: -639.63079 a.u.
Energy relative to the best compared isomer or geometry (same formula, charge and spin): 106.5 kcal per mole

Which charges does Löwdin predict for the atoms? In e, they are:
1 C -0.113
2 C -0.276
3 C -0.052
4 C -0.038
5 C -0.092
6 C -0.280
7 C -0.004
8 N 0.019
9 N 0.027
10 N 0.128
11 N -0.102
12 O 0.027
13 O -0.009
14 H 0.108
15 H 0.134
16 H 0.115
17 H 0.134
18 H 0.135
19 H 0.138


7.
Computed, not measured: a molecular structure, C7H6NO3PdS7 in a non-equilibrium geometry, with ωB97M-V with the def2-TZVPD basis set.

XYZ file:
```
25
Properties=species:S:1:pos:R:3:forces:R:3
Pd 0.60894 0.32344 -0.55242 -1.05 -0.13 -0.10
S 0.25475 -1.65975 -7.85605 0.01 -0.02 -0.06
C 0.32245 -1.17670 -6.29402 0.03 0.07 0.04
S 1.45225 0.01686 -5.70961 -0.43 -0.33 0.15
C 0.92179 0.00884 -4.03506 0.93 0.96 0.30
C -0.10148 -0.85869 -3.73188 -0.87 -0.65 0.73
S -0.77036 -1.04807 -2.18287 0.25 -0.06 -0.55
S -0.73262 -1.80914 -5.06150 0.36 0.30 -0.10
S 1.63524 1.03290 -2.88848 -0.41 -0.42 -0.28
C -2.64696 -0.84649 3.08503 0.08 0.02 -0.05
C -1.48017 -0.29703 2.31457 -0.35 -0.54 -1.26
S -1.44117 -0.69244 0.64700 0.09 0.32 0.66
C -0.52035 0.50321 2.87741 1.26 0.81 -0.33
C -0.53255 0.90336 4.32363 -0.10 -0.03 0.00
S 0.75561 1.16182 1.94201 -0.61 -0.48 0.01
H -3.27309 -1.42405 2.41170 -0.10 -0.05 0.06
H -3.23906 -0.03003 3.49947 -0.08 -0.03 0.12
H -2.31194 -1.49458 3.89493 -0.04 0.00 0.11
H -1.37959 0.47732 4.85116 -0.10 -0.04 0.13
H -0.58521 1.98861 4.39497 0.01 0.06 0.09
H 0.38387 0.58224 4.81651 0.04 0.00 0.03
O 4.33978 1.42397 -0.07519 1.28 0.48 0.13
N 3.18746 1.09093 -0.18445 0.78 -0.64 0.22
O 2.86231 -0.11564 -0.13607 -0.08 -0.53 -0.01
O 2.29011 1.93910 -0.35081 -0.88 0.92 -0.03
```
Forces are in eV/Å.

Computed properties:
Total energy: -3465.93484 a.u.
Net charge: -1
Multiplicity: 5

Which charges does Löwdin predict for the atoms? In e, they are:
1 Pd 0.352
2 S 0.514
3 C -1.511
4 S 0.891
5 C -1.144
6 C -1.150
7 S 0.547
8 S 0.886
9 S 0.717
10 C -0.145
11 C -0.782
12 S 0.610
13 C -0.787
14 C -0.134
15 S 0.757
16 H 0.050
17 H 0.081
18 H 0.080
19 H 0.058
20 H 0.074
21 H 0.075
22 O 0.024
23 N -0.666
24 O -0.138
25 O -0.258


8.
Computed, not measured: C7H6O in the gas phase in a non-equilibrium geometry, with ωB97M-V with the def2-TZVPD basis set.

XYZ file:
```
14
Properties=species:S:1:pos:R:3:forces:R:3
C 0.15227 0.53514 -0.80795 -3.50 -0.75 -2.40
C 0.94090 0.58969 0.37667 -1.56 -1.70 3.40
C 1.33757 -0.86997 0.27483 0.25 -1.65 1.58
C 0.13304 -1.51579 0.04381 3.07 -3.96 0.52
C -0.96879 -0.65325 -0.28378 1.05 0.90 -1.25
C -1.40648 0.14482 0.90373 -2.99 -2.22 -2.41
C -0.34514 0.70503 1.35133 3.13 3.74 3.24
H 1.62397 1.36906 0.56283 0.97 0.67 -0.24
H 2.42021 -1.25756 0.55126 -2.74 0.63 -0.67
H -0.05427 -2.67253 0.09351 0.81 2.30 -0.33
H -1.71797 -1.19794 -0.88879 0.32 1.00 0.01
H -2.51759 0.06685 0.91924 1.11 0.75 1.53
H -0.24998 1.37553 2.25470 -0.18 -0.77 -1.19
O 0.17944 1.08782 -1.83058 0.27 1.06 -1.80
```
Forces are in eV/Å.

Computed properties:
SMILES string: O=C1[C@H]2C=C[C@@H]1C=C2
Total energy: -345.43603 a.u.
Energy relative to the best compared isomer or geometry (same formula, charge and spin): 56.0 kcal per mole

Which charges does Löwdin predict for the atoms? In e, they are:
1 C -0.377
2 C -0.186
3 C -0.022
4 C -0.107
5 C -0.196
6 C -0.076
7 C -0.045
8 H 0.134
9 H 0.147
10 H 0.146
11 H 0.147
12 H 0.136
13 H 0.124
14 O 0.175